1.
17
Properties=species:S:1:pos:R:3:forces:R:3:nbo_charge:R:1 method="wB97M-V/def2-TZVPD" fmax_ev_per_a=0.66 e_tot_ev=-9437.3049 gap_ha=0.33632 total_charge=0
C 0.6499 -1.9709 -0.8332 0.032 -0.009 -0.032 -0.620
C -0.3447 -1.1843 0.0048 -0.055 0.029 -0.374 0.056
O -0.0744 -1.4142 1.3656 -0.102 0.166 0.106 -0.725
C -0.3499 0.3033 -0.2951 0.023 -0.236 -0.048 0.064
C -0.8265 1.2921 0.7392 -0.538 0.192 -0.004 -0.665
C 0.1986 2.2234 0.1299 -0.022 0.585 0.064 -0.091
O 1.0255 0.9847 -0.0515 0.233 -0.543 0.285 -0.551
H 0.6065 -3.0232 -0.5378 0.060 0.156 -0.057 0.226
H 0.4162 -1.9001 -1.9012 -0.003 0.022 0.164 0.209
H 1.6668 -1.5993 -0.6723 -0.136 -0.071 0.012 0.217
H -1.3657 -1.5201 -0.2538 0.070 0.048 0.078 0.171
H -0.4396 -0.6327 1.8239 0.092 -0.121 0.100 0.490
H -0.5301 0.5163 -1.3560 -0.059 -0.040 -0.033 0.184
H -1.8890 1.5648 0.8106 0.374 -0.103 0.083 0.209
H 0.7339 0.8045 1.0349 0.218 -0.010 -0.366 0.463
H 0.7777 2.9372 0.7275 -0.379 -0.008 -0.162 0.192
H -0.0121 2.6040 -0.8835 0.191 -0.058 0.185 0.171



2.
17
Properties=species:S:1:pos:R:3:forces:R:3:nbo_charge:R:1 method="wB97M-V/def2-TZVPD" fmax_ev_per_a=0.49 e_tot_ev=-9441.1289 gap_ha=0.38513 total_charge=0 smiles="COC[C@@H](C)C=O"
C 2.5899 -0.2496 0.5930 0.283 -0.116 0.081 -0.246
O 1.3903 0.3843 0.2268 -0.018 0.027 -0.016 -0.544
C 0.3856 -0.5468 -0.0997 -0.179 -0.188 -0.051 -0.043
C -0.8893 0.1736 -0.5779 -0.063 -0.011 0.012 -0.355
C -2.1551 -0.4770 -0.0284 -0.051 -0.049 0.008 -0.605
C -0.8729 1.6707 -0.3056 -0.247 0.150 0.049 0.451
O -1.8395 2.2853 0.0813 0.405 -0.257 -0.088 -0.528
H 2.4225 -1.0068 1.3754 0.016 0.151 -0.104 0.167
H 3.2671 0.5165 0.9765 -0.097 -0.101 -0.055 0.197
H 3.0618 -0.7419 -0.2712 -0.094 0.045 0.112 0.167
H 0.1493 -1.1670 0.7827 0.040 0.156 -0.097 0.166
H 0.7485 -1.2324 -0.8835 -0.043 0.081 0.126 0.167
H -0.9057 0.1174 -1.6772 -0.002 0.066 0.084 0.224
H -3.0437 0.0603 -0.3690 0.132 -0.104 0.049 0.233
H -2.2322 -1.5229 -0.3455 0.045 0.150 0.030 0.208
H -2.1492 -0.4528 1.0675 -0.010 0.026 -0.177 0.213
H 0.0727 2.1890 -0.5453 -0.119 -0.026 0.037 0.130



3.
17
Properties=species:S:1:pos:R:3:forces:R:3:nbo_charge:R:1 method="wB97M-V/def2-TZVPD" fmax_ev_per_a=3.12 s_squared=0.780 e_tot_ev=-9430.8605 spin_multiplicity=2 gap_ha="0.34823 / 0.27063" total_charge=+1
C 2.3468 -0.2271 -1.3506 0.042 -1.096 0.712 -0.155
C 1.3781 -0.9622 -0.7368 0.308 0.913 2.556 -0.264
C 0.4173 -0.2806 0.1177 1.001 -1.278 -0.124 -0.116
C -0.8650 -0.8219 0.0627 -2.874 -0.833 0.866 0.577
O -1.0890 -2.1604 0.0155 1.474 0.657 -0.777 -0.668
C -2.1925 -0.1151 0.0273 0.305 0.083 0.172 -0.714
H 2.9092 -0.7335 -2.1166 0.536 0.220 -0.048 0.231
H 2.6543 0.7175 -0.9272 -0.422 0.632 -0.763 0.230
H 1.4835 -2.0076 -0.4478 -0.685 -0.554 -1.815 0.268
H 0.6910 0.4259 0.8893 -0.297 1.015 -0.877 0.247
H -1.2074 -2.4913 -0.8876 -0.188 -0.292 0.012 0.531
H -2.2902 0.8111 0.6021 0.392 0.082 -0.521 0.272
H -2.3717 0.0225 -1.0606 0.030 0.436 0.407 0.282
H -2.9919 -0.7898 0.3494 0.369 -0.073 0.060 0.274
H -0.0979 3.3698 2.1858 0.022 0.242 -0.057 0.481
H 0.7404 2.1839 1.7941 0.175 0.253 0.146 0.444
O 0.4849 3.0587 1.4833 -0.188 -0.407 0.052 -0.920